Record 1
{"formula": "H50O25", "method": "ωB97M-V with the def2-TZVPD basis set", "gap_ev": 9.64, "homo_ha": -0.3782, "total_charge": 0, "lumo_energy_ha": -0.024, "symbols": ["O", "H", "H", "O", "H", "H", "H", "O", "H", "O", "H", "H", "O", "O", "H", "O", "H", "H", "H", "H", "H", "H", "O", "H", "H", "O", "H", "H", "O", "H", "O", "H", "H", "H", "H", "H", "H", "O", "H", "O", "O", "H", "H", "O", "H", "H", "O", "H", "H", "H", "H", "H", "O", "O", "O", "H", "H", "H", "H", "H", "H", "O", "H", "O", "O", "H", "O", "H", "H", "H", "O", "H", "H", "H", "O"], "xyz": [[-4.83981, -2.13074, 1.31435], [-0.79594, -0.78143, -4.47326], [-3.77918, 0.77466, 2.58670], [-3.65637, -2.14387, -3.57971], [1.50647, -1.27891, 4.57932], [-5.27457, -2.28129, 0.47498], [4.76622, 0.23865, 0.29967], [-4.14262, 1.19868, 3.36409], [3.80349, 2.80177, -3.46890], [-1.30635, -4.82577, -1.50528], [-0.79587, -4.24824, -2.07281], [0.35277, 1.51368, -5.12464], [-2.27810, -3.78804, 2.99209], [1.51861, -0.37916, 4.90573], [4.29181, 2.94731, 2.66318], [2.35074, 3.77550, -4.29302], [4.44119, 2.06394, 1.44283], [-2.21127, -0.50325, -4.93298], [-1.81562, -2.49655, 4.08371], [-0.36929, 0.57936, -3.12130], [-3.04766, -2.24642, -2.84814], [-0.88547, -1.46784, 4.69072], [1.43255, -2.79466, 3.66515], [-3.52867, -2.93031, -4.11022], [-3.73616, 2.06520, 3.37697], [4.64180, 2.93997, 1.77229], [3.85971, -0.32568, 1.37283], [-2.09068, -4.04895, 2.09041], [-2.58666, 3.53171, 0.59795], [3.75090, -2.36031, 2.19816], [-3.84011, 1.44190, -0.40581], [0.68563, 3.10773, 5.10010], [-2.94862, 3.77471, 1.45010], [-3.39540, 2.26787, -0.21544], [1.71807, -3.30166, 2.90512], [2.79458, -1.44432, 2.93186], [2.72401, -1.67095, -4.09429], [3.65115, -1.90813, -4.11371], [0.74699, 0.47285, -0.56769], [-0.10459, 0.09224, -0.35282], [3.95349, 0.41489, 0.77365], [-3.99614, -2.57510, 1.23073], [5.21285, 2.26171, -3.35089], [0.47689, 0.35688, -3.50950], [-2.99533, -4.36087, 3.26353], [-2.72065, 1.07219, -1.95757], [0.67280, 3.35823, 4.17635], [2.95520, 3.67462, -5.02833], [-1.84113, 4.11981, 0.47734], [0.15535, 0.07854, 3.27114], [-1.61315, -5.52251, -2.08551], [1.94460, -3.14551, 4.39380], [-1.55300, -2.11408, 4.92095], [2.33147, 1.15650, -1.31998], [-2.45080, -0.05880, 1.58827], [-1.42577, 0.37332, -1.60155], [-1.00643, 0.72836, 2.55008], [3.03700, 1.57087, -1.81673], [-2.52409, 0.36461, 0.73295], [0.75959, 2.27155, -6.37043], [-0.13106, 0.08809, 0.60401], [3.69339, -1.49665, 2.60687], [3.80290, -2.21015, -5.00925], [-0.08753, 0.86416, 2.78119], [0.51424, 2.39785, -5.45387], [0.07403, 2.73385, 3.76666], [-1.95743, 0.64725, -2.34890], [2.12285, -0.40121, 5.64779], [1.60015, 3.22757, -4.52246], [-2.81092, -0.93540, 1.45376], [-1.38878, -0.90370, -5.21475], [2.72268, 0.95515, -0.46988], [1.11756, 0.82130, -2.97091], [-4.67933, 1.51072, 0.04939], [4.42679, 2.44470, -2.83626]]}



Record 2
{"formula": "C5H10N2", "method": "ωB97M-V with the def2-TZVPD basis set", "smiles": "C[C@H]1N[C@H]1[C@H]1CN1", "gap_ev": 9.79, "homo_ha": -0.3170, "total_charge": 0, "lumo_energy_ha": 0.043, "symbols": ["H", "C", "N", "H", "C", "H", "H", "H", "N", "C", "C", "H", "H", "C", "H", "H", "H"], "xyz": [[1.15817, 1.17050, -1.06018], [0.21521, 1.43031, 0.74686], [0.38796, 1.71241, -0.67686], [1.10234, -1.42774, -1.26064], [-0.71558, 0.84944, -0.26121], [-1.69298, 1.32191, -0.36796], [-1.67126, -2.39873, -0.76114], [-1.16705, -1.08060, 0.61599], [0.21510, -1.57524, -0.83104], [-0.75427, -0.65216, -0.32582], [-1.11585, -1.67188, -1.35925], [2.12294, 1.10754, 1.70928], [1.45284, -0.35487, 0.95730], [1.19666, 0.55924, 1.50272], [-1.36382, -1.52634, -2.41368], [-0.14190, 2.28489, 1.32052], [0.77149, 0.25130, 2.46512]]}



Record 3
{"formula": "C17H30NO6ReSi3", "method": "ωB97M-V with the def2-TZVPD basis set", "gap_ev": [7.01, 7.28], "homo_ha": [-0.4472, -0.4473], "spin_multiplicity": 2, "total_charge": 1, "lumo_energy_ha": [-0.190, -0.180], "symbols": ["H", "H", "H", "O", "C", "C", "H", "H", "H", "H", "Si", "H", "C", "C", "H", "H", "O", "C", "H", "H", "Si", "N", "O", "H", "C", "C", "H", "H", "H", "C", "C", "H", "H", "H", "C", "C", "C", "C", "H", "Re", "H", "Si", "C", "O", "H", "C", "H", "C", "H", "C", "H", "H", "H", "H", "H", "O", "O", "H"], "xyz": [[-2.62141, -2.05643, 1.31415], [-2.05031, -2.40304, -2.60555], [2.82616, 3.05759, 0.33817], [-3.90436, 0.08577, 0.77084], [3.44788, -0.98843, -1.21784], [3.41517, -1.02107, 1.73062], [1.85594, -3.06990, -1.97757], [-4.58174, 5.79672, -1.39551], [-1.73529, -3.57263, 1.07369], [-2.54974, -1.02392, -1.64083], [2.38024, -0.60012, 0.25002], [1.20219, -3.84073, 1.11376], [-0.07424, -0.69198, 3.24365], [-3.99064, 2.87353, -0.33269], [3.72380, -2.06612, 1.70340], [3.02944, -0.72950, -2.18603], [0.72839, 2.92820, -0.32473], [3.21499, 2.05098, 0.40328], [3.68478, -2.05408, -1.22128], [0.56613, -3.91862, 2.74675], [-0.12539, -1.81470, 1.74289], [-1.64905, 2.50431, -0.22159], [2.12792, 1.09905, 0.32620], [0.64692, -3.87321, -0.96938], [0.27590, -0.36585, -2.91209], [0.02902, 4.02945, -0.72652], [3.72635, 1.90632, 1.35302], [-0.86751, 0.05643, 3.20896], [-2.19421, 5.61357, -1.30868], [-2.92269, 0.70567, 0.50237], [-2.43879, 4.61698, -0.96439], [0.03566, -0.84658, -3.86338], [4.40047, -0.46429, -1.10391], [3.89210, 1.86513, -0.42837], [-2.90368, 2.08750, -0.05405], [1.04545, -3.25560, 2.02217], [-1.91872, -1.91124, -1.63773], [-1.78906, -2.65639, 1.66479], [-2.29593, -2.58627, -0.87469], [-0.01286, 1.23892, 0.21584], [-0.34260, 0.53214, -2.84310], [-0.09447, -1.55356, -1.50268], [-3.75908, 4.17044, -0.80791], [-4.82237, 4.91696, -1.07826], [-2.00562, -2.96236, 2.69275], [0.78795, -3.17671, -1.79761], [0.35358, -3.64235, -2.68531], [-1.42786, 3.74469, -0.65734], [1.31550, -0.04574, -2.96065], [0.53262, -0.81692, 0.18673], [-0.21981, -1.27626, 4.15456], [4.33028, -0.42594, 1.66311], [-4.99261, 2.49756, -0.18066], [2.01525, -2.98750, 2.43152], [2.94749, -0.82084, 2.69319], [-1.66524, 0.25941, 0.65545], [0.53900, 5.04833, -1.05711], [0.87865, -0.16676, 3.33557]]}



Record 4
{"formula": "C8H16AlCl2O", "method": "ωB97M-V with the def2-TZVPD basis set", "gap_ev": 4.77, "homo_ha": -0.0639, "total_charge": -1, "lumo_energy_ha": 0.112, "symbols": ["Cl", "C", "H", "Al", "H", "H", "H", "H", "H", "C", "C", "H", "Cl", "H", "H", "C", "H", "C", "H", "C", "C", "H", "H", "H", "C", "H", "O", "H"], "xyz": [[-2.63310, -0.92678, 1.35386], [1.67475, 1.27559, -0.09780], [-0.66205, -1.79321, 2.78736], [-0.93941, -1.47806, 0.25753], [0.43757, -0.04383, -1.80002], [0.59063, 2.86440, 0.89210], [0.44173, 2.70957, -2.18431], [2.43372, 1.23306, 0.68256], [-1.65700, 1.59515, -0.24249], [-0.28920, 0.09792, -0.96734], [-0.03949, 2.71092, -1.20967], [1.75743, -2.87339, 2.26941], [-0.56510, -3.43802, -0.61421], [-1.30747, -1.36738, -2.45600], [0.89540, -0.27893, 1.12356], [-1.50948, -0.93059, -1.45430], [0.37530, -3.73862, 3.12357], [-1.00197, 1.52769, -1.12392], [-2.50939, -0.46143, -1.50600], [0.71427, -3.21892, 2.22466], [0.67458, 0.17639, 0.13788], [0.57249, -3.85441, 1.33861], [-0.68230, 3.58609, -1.17302], [1.80034, 3.41620, -0.25967], [1.01425, 2.67333, -0.11027], [2.20904, 1.16579, -1.05733], [-0.12036, -2.08156, 2.03265], [-1.67518, 1.45306, -1.96741]]}